Record 1
The following is a DFT calculation (ωB97M-V/def2-TZVPD) of a structure of composition C29H39IrN3O7P3S3Si.

Positions of all 86 atoms, in Å:
1 Ir -1.65 0.23 -0.88
2 N 1.54 2.68 -3.96
3 C 0.58 1.61 -3.46
4 C 0.59 0.44 -4.44
5 P 1.30 1.10 -1.83
6 O 1.26 2.50 -1.04
7 O 2.71 0.75 -2.11
8 O 0.35 0.07 -1.27
9 P -1.03 2.49 -3.20
10 O -2.07 1.86 -4.22
11 O -0.73 3.91 -3.52
12 O -1.45 2.17 -1.77
13 H 1.68 2.60 -4.96
14 H 2.44 2.57 -3.48
15 H 1.06 3.58 -3.75
16 H 1.60 0.04 -4.54
17 H 0.20 0.74 -5.41
18 H -0.06 -0.35 -4.06
19 H 0.35 2.75 -0.83
20 H -2.31 0.94 -3.91
21 C -1.82 -4.47 -0.12
22 Si -0.93 -2.91 0.45
23 C -0.53 -3.04 2.28
24 C 0.66 -2.93 -0.52
25 N -1.98 -1.51 0.17
26 C -3.24 -1.51 0.71
27 C -3.77 -2.51 1.56
28 C -5.06 -2.45 2.06
29 C -5.91 -1.39 1.77
30 C -5.43 -0.38 0.95
31 C -4.15 -0.47 0.45
32 O -3.62 0.58 -0.34
33 C -4.45 1.20 -1.29
34 C -5.25 0.44 -2.12
35 C -6.01 1.10 -3.08
36 C -5.95 2.48 -3.20
37 C -5.13 3.22 -2.35
38 C -4.38 2.58 -1.38
39 H -1.06 -5.23 -0.34
40 H -2.37 -4.28 -1.04
41 H -2.52 -4.91 0.60
42 H -0.27 -4.07 2.55
43 H -1.35 -2.72 2.92
44 H 0.33 -2.40 2.50
45 H 0.54 -3.55 -1.41
46 H 1.43 -3.38 0.11
47 H 1.03 -1.96 -0.82
48 H -3.16 -3.35 1.84
49 H -5.40 -3.25 2.71
50 H -6.91 -1.34 2.17
51 H -6.04 0.48 0.69
52 H -5.27 -0.63 -2.02
53 H -6.64 0.52 -3.75
54 H -6.53 2.99 -3.96
55 H -5.07 4.29 -2.45
56 H -3.71 3.12 -0.73
57 N -1.19 1.22 1.00
58 H -1.94 1.08 1.67
59 H -1.13 2.22 0.82
60 H -0.31 0.94 1.46
61 S 2.67 1.54 4.73
62 P 3.15 0.65 3.03
63 S 1.73 0.12 1.73
64 C 4.06 -0.90 3.41
65 C 3.36 -1.89 4.10
66 C 3.97 -3.10 4.40
67 C 5.29 -3.33 4.02
68 C 5.99 -2.35 3.34
69 C 5.38 -1.14 3.03
70 C 4.39 1.63 2.10
71 C 5.10 2.66 2.72
72 C 6.04 3.39 2.02
73 C 6.29 3.11 0.68
74 C 5.58 2.09 0.05
75 C 4.64 1.36 0.76
76 H 2.34 -1.70 4.40
77 H 3.41 -3.86 4.94
78 H 5.76 -4.28 4.25
79 H 7.01 -2.52 3.04
80 H 5.93 -0.38 2.50
81 H 4.89 2.87 3.76
82 H 6.58 4.19 2.51
83 H 7.02 3.68 0.13
84 H 5.75 1.86 -0.99
85 H 4.06 0.59 0.25
86 S -2.28 -0.84 -2.76

Properties
- 2S+1: 2
- Largest force on an atom: 0.32 eV/Å
- Total charge: -1
- Gap between HOMO and LUMO (spin up / spin down): 6.772 / 5.462 eV
- HOMO level (spin up / spin down): -0.1702 / -0.1702 Ha
- LUMO level (spin up / spin down): 2.141 / 0.831 eV
- Relative energy (zero: lowest compared OMol25 entry of this formula, charge and spin): 9.7 kcal/mol

Record 2
The following is a DFT calculation (ωB97M-V/def2-TZVPD) of a structure of composition C29H39MoN4S2.

Positions of all 75 atoms, in Å:
1 Mo 0.58 -0.20 -0.25
2 C 2.55 3.24 0.53
3 N 1.14 2.91 0.64
4 C 0.76 2.68 2.04
5 C -0.32 1.65 2.32
6 N 0.04 0.23 2.03
7 C 1.28 -0.09 2.78
8 C -1.05 -0.62 2.53
9 C -1.28 -0.68 3.91
10 C -2.29 -1.45 4.46
11 C -3.11 -2.18 3.61
12 C -2.90 -2.12 2.24
13 C -1.89 -1.34 1.66
14 S -1.77 -1.34 -0.07
15 C 0.28 3.80 -0.07
16 C 0.56 5.16 -0.13
17 C -0.24 6.04 -0.83
18 C -1.36 5.55 -1.49
19 C -1.65 4.20 -1.44
20 C -0.85 3.28 -0.73
21 S -1.34 1.61 -0.68
22 H 2.86 4.08 1.17
23 H 3.13 2.37 0.81
24 H 2.78 3.49 -0.51
25 H 1.67 2.40 2.58
26 H 0.42 3.63 2.49
27 H -0.52 1.73 3.40
28 H -1.23 1.87 1.78
29 H 1.22 0.23 3.83
30 H 1.44 -1.16 2.75
31 H 2.12 0.40 2.31
32 H -0.64 -0.11 4.57
33 H -2.43 -1.48 5.53
34 H -3.90 -2.80 4.01
35 H -3.54 -2.69 1.58
36 H 1.44 5.54 0.39
37 H 0.01 7.10 -0.87
38 H -2.00 6.21 -2.06
39 H -2.52 3.81 -1.96
40 C 1.66 -0.49 -3.17
41 N 0.37 -0.75 -2.50
42 C -0.66 -0.03 -3.27
43 C 0.07 -2.20 -2.58
44 C 0.75 -2.98 -1.50
45 C 1.06 -4.32 -1.72
46 C 1.52 -5.11 -0.67
47 C 1.65 -4.54 0.59
48 C 1.36 -3.19 0.78
49 C 0.91 -2.35 -0.25
50 H 1.57 -0.70 -4.25
51 H 2.42 -1.13 -2.74
52 H 1.94 0.55 -3.02
53 H -0.70 -0.43 -4.30
54 H -0.42 1.03 -3.30
55 H -1.63 -0.15 -2.79
56 H 0.32 -2.58 -3.58
57 H -1.01 -2.30 -2.45
58 H 0.93 -4.75 -2.70
59 H 1.76 -6.15 -0.83
60 H 1.99 -5.14 1.42
61 H 1.50 -2.79 1.77
62 C 4.41 0.57 -1.22
63 C 3.74 -0.38 -0.22
64 C 4.38 -0.16 1.17
65 C 4.07 -1.83 -0.61
66 N 2.32 -0.10 -0.17
67 H 5.50 0.52 -1.13
68 H 4.09 1.60 -1.05
69 H 4.15 0.30 -2.24
70 H 5.45 -0.35 1.13
71 H 3.93 -0.85 1.89
72 H 4.23 0.86 1.52
73 H 5.15 -1.93 -0.73
74 H 3.60 -2.11 -1.55
75 H 3.73 -2.53 0.14

Properties
- Largest force on an atom: 0.45 eV/Å
- Total charge: -1
- Gap between HOMO and LUMO: 5.989 eV
- HOMO level: -0.1183 Ha
- LUMO level: 2.768 eV
- Relative energy (zero: lowest compared OMol25 entry of this formula, charge and spin): 6.3 kcal/mol

Record 3
The following is a DFT calculation (ωB97M-V/def2-TZVPD) of the molecule C29H39NO5.

Positions of all 74 atoms, in Å:
1 C -5.59 -0.08 -0.69
2 C -4.09 -0.03 -0.94
3 O -3.74 1.33 -1.14
4 C -2.44 1.62 -1.51
5 C -1.39 0.73 -1.53
6 C -0.12 1.14 -1.92
7 C 1.08 0.20 -1.89
8 C 0.78 -1.17 -1.36
9 C 0.66 -1.34 -0.02
10 C 0.27 -2.65 0.60
11 C -0.27 -3.68 -0.40
12 C -0.23 -5.07 0.24
13 C -1.72 -3.35 -0.78
14 C 0.60 -3.66 -1.66
15 C 0.65 -2.28 -2.30
16 O 0.63 -2.13 -3.50
17 N 1.03 -0.31 0.83
18 C 0.38 -0.12 2.11
19 C -1.07 0.30 1.89
20 C -1.76 0.66 3.21
21 O -3.15 0.84 3.09
22 C -3.54 2.02 2.42
23 C 1.98 0.58 0.36
24 C 2.12 0.79 -0.97
25 C 3.23 1.55 -1.53
26 O 3.39 1.68 -2.73
27 C 4.15 2.23 -0.53
28 C 4.31 1.43 0.76
29 C 5.17 2.22 1.75
30 C 4.99 0.09 0.47
31 C 2.92 1.20 1.36
32 C 0.08 2.46 -2.30
33 C -0.97 3.36 -2.28
34 C -2.23 2.96 -1.88
35 O -3.26 3.85 -1.85
36 H -6.12 0.33 -1.55
37 H -5.90 -1.11 -0.54
38 H -5.85 0.50 0.19
39 H -3.56 -0.43 -0.06
40 H -3.83 -0.62 -1.82
41 H -1.55 -0.30 -1.25
42 H 1.49 0.13 -2.91
43 H -0.48 -2.50 1.38
44 H 1.17 -3.06 1.08
45 H -0.62 -5.81 -0.45
46 H -0.83 -5.09 1.15
47 H 0.79 -5.35 0.50
48 H -2.11 -4.11 -1.45
49 H -1.78 -2.39 -1.29
50 H -2.35 -3.32 0.10
51 H 0.24 -4.38 -2.39
52 H 1.63 -3.93 -1.40
53 H 0.43 -1.03 2.71
54 H 0.90 0.67 2.65
55 H -1.08 1.16 1.22
56 H -1.63 -0.50 1.42
57 H -1.30 1.55 3.65
58 H -1.65 -0.17 3.92
59 H -3.05 2.90 2.87
60 H -4.61 2.10 2.55
61 H -3.30 1.99 1.36
62 H 3.70 3.20 -0.31
63 H 5.11 2.40 -1.01
64 H 5.28 1.67 2.69
65 H 6.16 2.40 1.34
66 H 4.71 3.19 1.97
67 H 5.97 0.26 0.03
68 H 4.40 -0.50 -0.23
69 H 5.12 -0.48 1.39
70 H 2.52 2.16 1.69
71 H 3.01 0.55 2.24
72 H 1.05 2.78 -2.63
73 H -0.83 4.39 -2.58
74 H -4.06 3.36 -1.60

Properties
- SMILES: CCOc1cc(C2C3=C(CC(C)(C)CC3=O)N(CCCOC)C3=C2C(=O)CC(C)(C)C3)ccc1O
- Largest force on an atom: 0.62 eV/Å
- Total charge: 0
- Gap between HOMO and LUMO: 8.214 eV
- HOMO level: -0.2890 Ha
- LUMO level: 0.352 eV
- Relative energy (zero: lowest compared OMol25 entry of this formula, charge and spin): 2.5 kcal/mol

Record 4
The following is a DFT calculation (ωB97M-V/def2-TZVPD) of a structure of composition C29H40F18O17S.

Positions of all 105 atoms, in Å:
1 O -3.18 2.75 4.00
2 S -4.34 1.90 3.99
3 O -4.64 1.09 5.11
4 O -5.62 2.73 3.57
5 C -5.56 2.99 2.16
6 C -4.52 1.97 1.57
7 C -4.94 1.33 0.27
8 C -3.82 0.73 -0.57
9 C -3.60 -0.77 -0.34
10 O -3.90 -1.13 1.00
11 O -4.30 1.04 2.66
12 H -5.22 4.01 1.98
13 H -6.57 2.86 1.77
14 H -3.58 2.51 1.42
15 H -5.41 2.15 -0.29
16 H -5.72 0.58 0.44
17 H -2.88 1.26 -0.39
18 H -4.07 0.86 -1.63
19 H -4.25 -1.35 -1.00
20 H -2.57 -1.04 -0.59
21 H -3.18 -1.64 1.37
22 C -7.23 -0.34 3.39
23 C -7.38 -1.47 2.40
24 O -8.22 -2.53 2.93
25 C -9.53 -2.33 2.85
26 O -10.09 -1.39 2.38
27 C -10.28 -3.55 3.43
28 F -9.76 -3.94 4.60
29 F -10.19 -4.58 2.57
30 F -11.56 -3.27 3.61
31 H -6.82 -0.70 4.33
32 H -6.54 0.39 2.98
33 H -8.18 0.15 3.59
34 H -6.43 -1.95 2.20
35 H -7.81 -1.13 1.46
36 C 0.27 2.40 5.37
37 C 1.78 2.33 5.28
38 O 2.20 1.82 3.99
39 C 2.21 2.69 3.00
40 O 1.93 3.85 3.03
41 C 2.71 1.99 1.71
42 F 2.10 0.81 1.52
43 F 4.03 1.77 1.81
44 F 2.49 2.75 0.64
45 H -0.17 1.43 5.16
46 H -0.03 2.71 6.37
47 H -0.13 3.13 4.66
48 H 2.19 1.62 5.99
49 H 2.24 3.30 5.45
50 C -8.65 -4.70 -4.29
51 C -8.28 -3.86 -3.09
52 O -7.03 -3.15 -3.31
53 C -7.11 -2.05 -4.03
54 O -8.09 -1.55 -4.50
55 C -5.71 -1.40 -4.15
56 F -4.78 -2.30 -4.46
57 F -5.38 -0.85 -2.96
58 F -5.71 -0.44 -5.06
59 H -7.85 -5.39 -4.54
60 H -9.55 -5.28 -4.06
61 H -8.86 -4.08 -5.15
62 H -8.08 -4.48 -2.21
63 H -9.05 -3.14 -2.84
64 C 3.77 -1.59 0.21
65 C 5.28 -1.64 0.24
66 O 5.81 -2.16 -1.01
67 C 5.88 -1.30 -2.01
68 O 5.57 -0.15 -2.01
69 C 6.49 -2.00 -3.25
70 F 5.93 -3.19 -3.47
71 F 7.81 -2.19 -3.07
72 F 6.32 -1.25 -4.33
73 H 3.36 -2.57 -0.01
74 H 3.40 -1.27 1.18
75 H 3.41 -0.89 -0.54
76 H 5.64 -2.33 0.99
77 H 5.71 -0.66 0.42
78 C 8.11 2.68 2.69
79 C 8.94 2.43 3.93
80 O 8.12 2.51 5.11
81 C 7.39 1.44 5.38
82 O 7.35 0.41 4.77
83 C 6.56 1.68 6.67
84 F 5.97 2.88 6.65
85 F 7.37 1.63 7.74
86 F 5.63 0.74 6.80
87 H 7.59 3.64 2.76
88 H 8.74 2.69 1.80
89 H 7.36 1.90 2.57
90 H 9.69 3.20 4.07
91 H 9.43 1.46 3.90
92 C 6.22 0.43 -6.96
93 C 7.73 0.37 -6.92
94 O 8.28 -0.10 -8.18
95 C 8.36 0.80 -9.14
96 O 8.06 1.95 -9.10
97 C 8.99 0.15 -10.40
98 F 8.43 -1.04 -10.67
99 F 10.30 -0.05 -10.20
100 F 8.84 0.94 -11.46
101 H 5.81 -0.55 -7.23
102 H 5.84 0.71 -5.98
103 H 5.87 1.15 -7.69
104 H 8.08 -0.35 -6.18
105 H 8.16 1.35 -6.69

Properties
- Largest force on an atom: 0.52 eV/Å
- Total charge: 0
- Gap between HOMO and LUMO: 10.904 eV
- HOMO level: -0.3971 Ha
- LUMO level: 0.099 eV

Record 5
The following is a DFT calculation (ωB97M-V/def2-TZVPD) of a structure of composition C29H40N10OSTi at a distorted geometry.

Positions of all 82 atoms, in Å:
1 Ti 0.44 0.33 0.50
2 C 2.53 -0.93 3.08
3 C 1.05 -0.70 3.46
4 N 0.40 0.41 2.73
5 C -1.01 0.50 3.15
6 C -1.61 1.79 2.62
7 N -1.35 1.96 1.18
8 C -1.77 3.31 0.73
9 C -0.65 4.12 0.09
10 C 0.70 3.90 0.75
11 N 1.31 2.63 0.32
12 C 2.77 2.67 0.48
13 C 3.33 1.31 0.11
14 N 2.61 0.29 0.89
15 C 3.16 0.19 2.25
16 H 2.63 -1.86 2.54
17 H 3.11 -1.03 3.99
18 H 0.98 -0.51 4.54
19 H 0.47 -1.60 3.25
20 H 0.84 1.28 3.02
21 H -1.10 0.48 4.24
22 H -1.54 -0.36 2.75
23 H -1.14 2.63 3.15
24 H -2.68 1.81 2.85
25 H -1.94 1.30 0.70
26 H -2.14 3.87 1.59
27 H -2.60 3.23 0.03
28 H -0.91 5.18 0.15
29 H -0.56 3.88 -0.98
30 H 0.60 3.89 1.84
31 H 1.36 4.73 0.49
32 H 1.14 2.58 -0.69
33 H 3.00 2.92 1.52
34 H 3.23 3.45 -0.14
35 H 4.41 1.28 0.29
36 H 3.15 1.14 -0.95
37 H 2.73 -0.63 0.46
38 H 3.05 1.15 2.76
39 H 4.24 -0.02 2.18
40 O 0.57 -1.42 0.64
41 N 1.61 -2.15 0.33
42 C 1.53 -3.45 0.48
43 C 0.41 -4.11 1.06
44 N -0.52 -4.60 1.52
45 C 2.67 -4.21 0.10
46 N 3.59 -4.81 -0.22
47 C 1.20 -3.17 -3.63
48 C 2.26 -2.46 -3.09
49 C 2.03 -1.31 -2.35
50 C 0.74 -0.84 -2.14
51 C -0.32 -1.54 -2.72
52 C -0.09 -2.70 -3.44
53 N 0.47 0.34 -1.38
54 C -0.02 1.38 -2.22
55 C -1.37 1.73 -2.25
56 C -1.82 2.74 -3.09
57 C -0.93 3.41 -3.91
58 C 0.41 3.07 -3.91
59 C 0.87 2.05 -3.08
60 H 1.38 -4.07 -4.20
61 H 3.28 -2.81 -3.24
62 H 2.87 -0.76 -1.95
63 H -1.33 -1.16 -2.59
64 H -0.93 -3.24 -3.88
65 H -2.06 1.17 -1.64
66 H -2.87 2.98 -3.11
67 H -1.29 4.19 -4.58
68 H 1.11 3.58 -4.56
69 H 1.91 1.76 -3.09
70 C -4.68 -2.35 1.69
71 N -3.92 -2.95 0.61
72 C -4.09 -4.23 0.11
73 C -3.16 -4.42 -0.84
74 N -2.43 -3.25 -0.92
75 C -2.88 -2.36 -0.01
76 S -2.36 -0.78 0.22
77 H -5.66 -2.81 1.74
78 H -4.78 -1.29 1.49
79 H -4.17 -2.49 2.64
80 H -4.86 -4.89 0.47
81 H -2.95 -5.27 -1.46
82 H -1.63 -3.08 -1.51

Properties
- 2S+1: 2
- Largest force on an atom: 5.97 eV/Å
- Total charge: +1
- Gap between HOMO and LUMO (spin up / spin down): 6.646 / 7.747 eV
- HOMO level (spin up / spin down): -0.3457 / -0.3910 Ha
- LUMO level (spin up / spin down): -2.761 / -2.892 eV
- Relative energy (zero: lowest compared OMol25 entry of this formula, charge and spin): 29.6 kcal/mol